(1)
ORCA calculation (wB97M-V/def2-TZVPD) on a molecular structure, C20H31GaO3 in a non-equilibrium geometry.

Last column: Mulliken charge in e.
Geometry (Å):
O  0.586  0.574  -3.731  -0.291
C  0.510  1.839  -4.500  -0.412
C  0.379  1.131  -5.835  -0.856
H  1.438  2.415  -4.394  0.261
H  -0.356  2.440  -4.192  0.300
C  0.491  -0.161  -4.977  1.414
H  1.212  1.295  -6.533  0.348
H  -0.616  1.223  -6.273  0.302
C  1.756  -0.919  -5.318  -1.693
H  2.633  -0.260  -5.285  0.377
H  1.663  -1.281  -6.347  0.418
H  1.878  -1.784  -4.658  0.356
C  -0.752  -1.030  -5.050  -1.706
H  -1.649  -0.461  -4.775  0.370
H  -0.658  -1.873  -4.357  0.360
H  -0.860  -1.410  -6.079  0.420
Ga  -0.200  1.201  3.053  0.193
C  -2.479  -0.611  4.207  -0.369
C  -2.455  0.794  4.364  -0.928
C  -2.299  1.421  3.050  -0.676
H  -2.653  1.345  5.284  0.495
C  -2.189  0.287  2.104  -0.065
C  -2.319  -0.916  2.837  -0.724
H  -2.363  -1.906  2.365  0.483
H  -2.659  -1.342  5.007  0.431
H  -2.587  2.444  2.757  0.625
H  -2.296  0.387  1.022  0.565
C  1.408  -1.908  4.228  -0.513
C  0.394  -2.587  3.491  -0.448
C  0.755  -2.553  2.114  -0.527
H  -0.490  -3.059  3.918  0.467
C  1.928  -1.756  1.986  -0.329
C  2.306  -1.331  3.293  -0.498
H  3.112  -0.648  3.533  0.386
H  1.511  -1.862  5.310  0.514
H  0.203  -3.000  1.292  0.576
H  2.426  -1.491  1.053  0.437
O  1.224  0.023  -0.465  -0.427
C  -0.056  -0.520  -0.880  0.069
C  -0.986  0.620  -1.335  -0.155
H  -0.487  -1.164  -0.082  -0.072
H  0.186  -1.173  -1.729  0.264
C  -0.031  1.824  -1.383  0.021
H  -1.727  0.903  -0.586  0.058
H  -1.473  0.396  -2.299  0.121
C  1.094  1.466  -0.392  -0.197
H  -0.507  2.824  -1.343  0.506
H  0.547  1.743  -2.320  -0.270
H  0.856  1.832  0.646  -0.401
H  2.079  1.868  -0.709  0.408
C  0.492  0.932  5.840  -0.603
O  0.887  1.158  4.492  -0.140
H  1.414  0.761  6.417  0.278
H  -0.153  0.045  5.980  0.256
H  -0.069  1.816  6.183  0.218

Cartesian forces (eV/Å) of the 3 atoms listed first:
O 0.0338 0.4685 -1.6929
C 0.2084 0.0689 0.6167
C -0.1709 -0.5172 0.4999

Its LUMO energy (spin up / spin down) is -0.66 / -1.29 eV. Its energy relative to the best compared isomer or geometry (same formula, charge and spin) is 28.6 kJ/mol. The value obtained for the electronic energy is -79754.735 eV. The calculation puts the HOMO-LUMO gap (spin up / spin down) at 6.99 / 5.50 eV. For the HOMO energy (spin up / spin down), the calculation gives -0.281 / -0.249 Ha.


(2)
ORCA calculation (wB97M-V/def2-TZVPD) on 3 unconnected molecules or ions with the total composition C20H31I2O9PS in a non-equilibrium geometry.

Last column: Mulliken charge in e.
Geometry (Å):
C  3.760  -2.187  -1.507  -0.628
O  3.095  -2.003  -2.748  -0.344
C  3.537  -0.831  -3.436  -0.434
C  2.413  -0.246  -4.308  -1.028
C  1.137  0.210  -3.489  -0.588
C  1.504  0.577  -2.036  -0.427
C  0.358  1.191  -1.229  1.101
C  0.594  2.094  -0.273  0.243
P  2.305  2.699  0.146  0.263
S  2.387  4.463  0.941  -0.373
C  -0.590  2.621  0.532  0.444
O  -0.456  3.197  1.552  -0.391
C  -2.022  2.375  0.070  -0.558
I  -3.551  3.476  1.063  0.091
C  -2.260  1.485  -0.880  0.764
C  -3.626  1.109  -1.391  -1.372
C  -3.918  1.575  -2.858  -0.582
C  -4.375  0.345  -3.693  -1.076
I  -6.391  -0.267  -3.195  0.004
C  -1.073  0.750  -1.469  -0.009
O  -1.340  -0.211  -2.106  -0.773
H  3.974  -3.260  -1.396  0.292
H  3.127  -1.900  -0.643  0.174
H  4.714  -1.641  -1.443  0.294
H  4.017  -0.093  -2.775  0.361
H  4.326  -1.180  -4.135  0.416
H  2.769  0.537  -4.992  0.353
H  2.085  -1.082  -4.950  0.379
H  0.790  1.138  -3.971  0.309
H  0.418  -0.606  -3.573  0.259
H  2.374  1.244  -2.083  0.029
H  1.837  -0.294  -1.444  -0.016
H  2.820  1.683  1.004  0.100
H  3.129  2.688  -1.000  0.111
H  -3.668  0.005  -1.395  0.309
H  -4.443  1.429  -0.737  0.662
H  -3.071  2.087  -3.337  0.376
H  -4.798  2.236  -2.820  0.443
H  -3.726  -0.516  -3.506  0.361
H  -4.357  0.611  -4.758  0.482
C  0.892  1.260  8.305  -0.625
O  1.576  1.961  7.267  -0.335
C  0.982  1.887  6.070  0.717
O  -0.040  1.297  5.826  -0.549
O  1.717  2.578  5.199  -0.365
C  1.197  2.588  3.865  -0.375
H  1.467  1.394  9.218  0.217
H  -0.106  1.672  8.454  0.291
H  0.836  0.196  8.078  0.291
H  0.216  3.052  3.838  0.347
H  1.153  1.573  3.465  0.207
H  1.875  3.176  3.254  0.141
C  -0.721  -1.770  0.300  -0.616
O  -0.387  -3.080  0.759  -0.362
C  -1.295  -4.011  0.453  0.750
O  -2.320  -3.828  -0.151  -0.546
O  -0.866  -5.181  0.934  -0.345
C  -1.745  -6.277  0.679  -0.628
H  0.083  -1.101  0.605  0.264
H  -0.799  -1.755  -0.780  0.337
H  -1.651  -1.429  0.758  0.350
H  -1.864  -6.434  -0.393  0.295
H  -2.714  -6.112  1.149  0.293
H  -1.291  -7.164  1.115  0.222

Cartesian forces (eV/Å) of the 3 atoms listed first:
C -0.0014 -0.6188 0.2998
O 0.0866 0.8918 0.4891
C 0.5041 -0.3098 -1.3754

Its LUMO energy is -1.69 eV. As for the structure (SMILES): COCCCCC1=C([PH2]=S)C(=O)C(I)=C(CCCI)C1=O.COC(=O)OC.COC(=O)OC. The value obtained for the electronic energy is -75993.243 eV. The calculation puts the HOMO-LUMO gap at 7.19 eV. For the HOMO energy, the calculation gives -0.326 Ha.